# 1
DFT (ωB97M-V/def2-TZVPD) results for C29H58Br8O9 as an isolated structure at a distorted geometry.

Properties
HOMO-LUMO gap = 8.990 eV
E_LUMO = -0.0906 eV
Total energy = -609778.8350 eV
Maximum force = 4.68 eV/Å

Each line ends with the Löwdin charge.
Positions of all 104 atoms, in Å:
C -3.352 3.305 20.544  -0.0406
C -3.565 4.625 19.729  -0.4570
O -4.142 5.625 20.192  0.0300
C -3.014 4.606 18.372  -0.0931
H -2.293 3.205 20.778  0.0164
H -3.641 2.453 19.928  0.0120
H -3.960 3.264 21.448  0.0796
H -3.718 3.989 17.814  0.0685
H -2.066 4.071 18.422  -0.0016
H -3.041 5.531 17.797  0.0734
C -2.168 8.410 20.019  -0.0188
C -1.161 9.077 20.970  -0.4285
O -1.521 9.791 21.963  0.0146
C 0.251 8.764 20.687  -0.0634
H -3.075 8.234 20.597  0.0787
H -1.736 7.441 19.768  0.0164
H -2.516 8.968 19.150  0.0879
H 0.793 9.010 21.600  0.0890
H 0.721 9.356 19.902  0.0900
H 0.382 7.718 20.407  -0.0404
C 4.019 8.766 17.828  -0.0219
C 4.759 10.021 17.478  -0.4833
O 4.411 11.070 17.952  0.0726
C 5.885 9.929 16.413  -0.0035
H 2.936 8.845 17.740  0.0748
H 4.118 8.548 18.892  0.0918
H 4.438 7.958 17.227  0.0569
H 6.521 10.807 16.520  0.0862
H 5.431 9.740 15.441  0.0895
H 6.383 8.959 16.428  0.0526
O 4.112 4.623 22.767  0.0493
C 4.978 3.707 22.814  -0.4595
O 5.085 2.588 23.578  -0.0305
C 3.981 2.144 24.292  -0.2552
C 4.450 0.731 24.710  -0.0516
C 6.210 3.841 21.965  0.0195
H 3.095 2.076 23.661  0.0130
H 3.765 2.763 25.163  0.1336
H 3.649 0.206 25.230  0.0787
H 5.423 0.865 25.181  0.0839
H 4.556 0.080 23.842  0.0615
H 5.990 3.268 21.064  0.0697
H 6.999 3.393 22.569  0.0913
H 6.399 4.877 21.683  0.0904
O -2.255 4.534 15.110  0.0621
C -2.404 5.709 14.743  -0.4324
O -1.694 6.818 15.149  -0.0137
C -0.867 6.632 16.251  -0.3020
C -0.105 7.899 16.525  -0.0555
C -3.262 6.051 13.493  0.0210
H -0.302 5.720 16.057  0.0584
H -1.509 6.585 17.131  0.0846
H -0.955 8.574 16.620  0.0800
H 0.328 8.315 15.615  0.0805
H 0.574 7.973 17.375  0.0597
H -3.488 5.146 12.930  0.0784
H -2.680 6.630 12.776  0.0808
H -4.198 6.533 13.776  0.0833
O 7.248 5.876 15.449  0.0451
C 7.595 5.936 16.666  -0.4976
O 8.871 6.026 17.108  -0.0313
C 9.942 6.363 16.282  -0.2150
C 9.773 7.891 16.019  -0.0507
C 6.606 5.904 17.745  -0.0288
H 9.927 5.761 15.373  0.1203
H 10.906 6.128 16.735  0.1193
H 9.773 8.501 16.923  0.0797
H 8.879 8.031 15.412  0.0664
H 10.639 8.180 15.424  0.0717
H 6.836 6.680 18.475  0.0985
H 6.865 5.010 18.312  0.0418
H 5.600 6.001 17.336  0.0784
Br -3.199 1.110 17.545  0.6849
C -1.520 1.286 16.571  -0.6008
C -0.365 1.025 17.562  -0.6940
Br -0.373 2.063 19.173  0.6534
H -1.416 2.321 16.246  0.0407
H -1.501 0.576 15.744  0.0670
H 0.657 1.074 17.188  0.0082
H -0.291 -0.023 17.854  0.0480
Br 0.822 2.221 22.559  0.6708
C 0.962 0.231 22.201  -0.5627
C 2.266 -0.136 21.489  -0.6448
Br 2.348 0.480 19.660  0.6940
H 0.092 -0.037 21.601  0.0395
H 0.718 -0.299 23.121  0.0630
H 2.500 -1.199 21.451  0.0641
H 3.109 0.356 21.974  0.0230
Br 5.486 2.599 17.853  0.6293
C 4.597 2.228 16.032  -0.5766
C 3.813 0.925 16.060  -0.6992
Br 2.678 0.851 14.466  0.6347
H 5.449 2.030 15.382  0.0564
H 4.021 3.125 15.803  -0.0233
H 3.122 0.829 16.898  -0.0251
H 4.419 0.053 16.308  0.0718
Br 1.927 4.331 16.967  0.6575
C 2.846 4.746 18.738  -0.5885
C 1.953 4.475 19.960  -0.6055
Br 0.232 5.414 19.611  0.7218
H 3.175 5.785 18.752  0.0443
H 3.802 4.225 18.798  -0.0435
H 2.439 4.946 20.814  0.0541
H 1.766 3.413 20.122  -0.0689

# 2
DFT (ωB97M-V/def2-TZVPD) results for a 3-piece molecular cluster, C29H58NO5 overall at a distorted geometry.

Properties
HOMO-LUMO gap = 8.923 eV
E_LUMO = -2.1651 eV
Total charge = +1
Total energy = -42734.6077 eV
Maximum force = 3.09 eV/Å

Each line ends with the Löwdin charge.
Positions of all 93 atoms, in Å:
C -3.958 2.405 1.574  -0.0941
C -3.953 1.188 0.632  -0.2377
C -3.734 1.529 -0.854  -0.1523
C -2.305 1.374 -1.396  -0.2679
C -1.403 2.607 -1.125  -0.0936
C -0.023 2.222 -1.702  -0.2282
C 0.847 3.411 -2.141  -0.1056
C 1.727 4.050 -1.058  -0.3888
C 2.985 3.206 -0.695  -0.0563
C 0.952 4.507 0.195  -0.0546
N 0.613 1.333 -0.694  0.1511
C -0.238 0.200 -0.237  -0.3714
C -0.553 0.452 1.271  -0.1083
C -1.109 -0.767 2.048  -0.1920
C -0.095 -1.506 2.931  -0.1764
C -0.759 -2.817 3.457  -0.1544
C -1.075 -2.740 4.956  -0.1942
O -1.320 -4.061 5.452  -0.0393
C -0.872 -4.139 6.775  -0.5461
C 0.463 -4.804 6.974  0.0266
O -1.535 -3.725 7.637  0.1760
C 0.497 -1.155 -0.315  -0.0981
C 1.113 -1.413 -1.724  -0.1268
C 2.546 -1.975 -1.656  -0.2264
O 2.735 -2.913 -0.621  -0.1932
C 3.542 -2.443 0.445  -0.0944
C -1.577 0.051 -0.992  -0.0560
H -4.755 3.106 1.337  0.0774
H -4.174 2.032 2.578  0.0752
H -2.967 2.862 1.617  0.0570
H -4.944 0.736 0.710  0.1107
H -3.263 0.451 1.039  0.0687
H -4.077 2.557 -0.999  0.1140
H -4.401 0.913 -1.460  0.1150
H -2.389 1.357 -2.485  0.1290
H -1.358 2.809 -0.054  0.1033
H -1.787 3.446 -1.694  0.0901
H -0.250 1.654 -2.603  0.1566
H 0.163 4.182 -2.495  0.1173
H 1.425 3.119 -3.021  0.1258
H 2.129 4.963 -1.496  0.1311
H 2.874 2.680 0.257  0.0724
H 3.101 2.455 -1.486  0.0708
H 3.894 3.795 -0.732  0.0855
H -0.028 4.913 -0.047  0.0849
H 1.518 5.336 0.621  0.0891
H 0.924 3.739 0.974  0.0708
H 1.533 1.051 -1.050  0.1557
H 0.823 1.901 0.133  0.1287
H 0.364 0.755 1.798  0.1294
H -1.255 1.277 1.398  0.0944
H -1.611 -1.502 1.422  0.1026
H -1.876 -0.378 2.722  0.1213
H 0.219 -0.931 3.805  0.1136
H 0.803 -1.823 2.403  0.0846
H -0.143 -3.692 3.252  0.1167
H -1.708 -2.991 2.949  0.1102
H -0.239 -2.254 5.467  0.1250
H -1.975 -2.130 5.059  0.1329
H 1.234 -4.040 6.862  0.0912
H 0.481 -5.179 7.993  0.0913
H 0.639 -5.586 6.240  0.0875
H -0.194 -1.968 -0.155  0.1329
H 1.275 -1.122 0.444  0.0979
H 0.447 -2.072 -2.274  0.1179
H 1.154 -0.484 -2.309  0.1063
H 3.273 -1.156 -1.664  0.1205
H 2.696 -2.516 -2.595  0.1160
H 4.212 -3.250 0.749  0.0898
H 2.951 -2.200 1.335  0.0706
H 4.171 -1.588 0.186  0.0928
H -1.367 -0.494 -1.916  0.1223
H -2.216 -0.617 -0.425  0.1181
C -3.581 6.165 -4.226  -0.0118
C -3.405 4.691 -3.975  -0.4745
O -2.379 4.247 -3.497  0.0371
C -4.554 3.788 -4.340  -0.0103
H -2.681 6.695 -3.920  0.0842
H -3.751 6.344 -5.289  0.0929
H -4.427 6.543 -3.651  0.0922
H -4.765 3.866 -5.407  0.0930
H -5.442 4.066 -3.769  0.0930
H -4.294 2.757 -4.107  0.0749
C 5.369 -6.678 -1.102  -0.0200
C 5.557 -5.762 -2.288  -0.4994
O 6.551 -5.811 -2.974  0.0768
C 4.446 -4.780 -2.579  -0.0244
H 6.236 -7.328 -1.007  0.0836
H 5.267 -6.090 -0.188  0.0782
H 4.480 -7.294 -1.243  0.0862
H 4.306 -4.112 -1.732  0.0554
H 3.517 -5.316 -2.784  0.0948
H 4.712 -4.189 -3.455  0.0859

# 3
DFT (ωB97M-V/def2-TZVPD) results for a 3-piece molecular cluster, C29H59BFN5O7P overall at a distorted geometry.

Properties
HOMO-LUMO gap (spin up / spin down) = 6.911 / 7.708 eV
E_LUMO (spin up / spin down) = -3.2072 / -3.2079 eV
Multiplicity = 3
Total charge = +1
Total energy = -65486.8787 eV
Maximum force = 5.05 eV/Å

Each line ends with the Löwdin charge.
Positions of all 103 atoms, in Å:
C -3.849 3.220 0.272  -0.0418
C -2.421 3.787 0.247  -0.1521
O -1.912 3.652 -1.133  0.0444
C -0.636 3.460 -1.206  -0.2493
N 0.309 4.280 -0.905  0.0461
C 0.084 5.636 -0.359  -0.1370
N 0.431 5.581 1.096  0.0500
C 1.613 3.629 -1.200  -0.2051
P 3.164 4.431 -0.628  0.5619
N 3.179 5.907 -1.142  -0.1573
O 4.385 3.630 -1.336  -0.1341
O 3.269 4.463 0.996  -0.1432
C 1.246 2.171 -0.814  -0.1062
B 2.349 1.001 -0.908  -0.4386
O 3.477 1.159 -0.116  0.1377
C 2.258 -0.311 -1.768  -0.1141
C 3.168 -0.143 -3.058  -0.0509
C -0.043 2.104 -1.706  -0.1171
C -0.987 0.885 -1.522  0.0050
C -1.198 0.132 -2.836  -0.5054
O -1.321 -0.998 -2.824  0.2227
F -1.199 0.800 -3.994  0.1311
H -4.311 3.306 -0.721  0.0940
H -3.780 2.146 0.487  0.0750
H -4.495 3.740 0.982  0.0867
H -1.793 3.237 0.956  0.1363
H -2.491 4.860 0.458  0.1150
H 0.770 6.363 -0.806  0.1073
H -0.967 5.921 -0.419  0.1196
H -0.381 5.850 1.648  0.0765
H 0.583 4.611 1.364  0.0607
H 1.650 3.688 -2.300  0.1579
H 3.979 6.020 -1.761  -0.0064
H 5.203 4.145 -1.242  0.1008
H 4.222 4.550 1.179  0.0960
H 0.925 2.196 0.248  0.1605
H 3.187 1.627 0.684  0.1011
H 2.723 -1.105 -1.161  0.1129
H 1.242 -0.661 -1.985  0.0763
H 3.814 0.734 -2.912  0.0682
H 2.517 -0.076 -3.934  0.0744
H 3.827 -1.016 -3.106  0.0673
H 0.248 2.232 -2.762  0.1682
H -0.516 0.234 -0.783  0.1366
H -1.982 1.194 -1.174  0.1310
C 1.378 -5.582 -4.003  -0.0227
C 2.631 -4.826 -4.529  -0.4730
C 3.266 -5.592 -5.700  -0.1408
C 4.031 -6.840 -5.275  -0.1755
C 5.058 -6.493 -4.203  -0.1351
C 4.438 -5.769 -3.003  -0.4920
N 3.596 -4.601 -3.411  -0.0725
O 4.390 -3.629 -3.745  -0.0294
C 3.608 -6.781 -2.186  -0.0444
C 5.559 -5.346 -2.050  -0.0456
C 2.081 -3.509 -5.090  -0.0508
H 0.467 -5.001 -4.146  0.0765
H 1.231 -6.540 -4.504  0.0853
H 1.417 -5.766 -2.931  0.0655
H 3.958 -4.935 -6.236  0.1250
H 2.493 -5.869 -6.420  0.1256
H 3.341 -7.610 -4.917  0.1045
H 4.540 -7.269 -6.141  0.1161
H 5.557 -7.405 -3.867  0.1268
H 5.838 -5.868 -4.651  0.1264
H 3.072 -6.284 -1.375  0.0897
H 4.260 -7.528 -1.732  0.0878
H 2.889 -7.336 -2.786  0.0659
H 6.307 -4.718 -2.531  0.0790
H 6.083 -6.221 -1.664  0.0874
H 5.158 -4.800 -1.192  0.0891
H 1.645 -2.895 -4.298  0.0802
H 1.299 -3.717 -5.821  0.0909
H 2.842 -2.920 -5.603  0.0785
C -3.794 2.661 6.917  -0.0217
C -4.561 2.660 5.565  -0.4737
C -6.032 2.273 5.784  -0.1394
C -6.243 0.789 6.059  -0.1731
C -5.596 -0.051 4.964  -0.1340
C -4.114 0.284 4.761  -0.4904
N -3.877 1.753 4.592  -0.0702
O -4.244 2.085 3.392  -0.0454
C -3.311 -0.265 5.958  -0.0419
C -3.590 -0.510 3.561  -0.0486
C -4.537 4.122 5.106  -0.0533
H -3.435 3.657 7.177  0.0783
H -4.415 2.316 7.746  0.0871
H -2.896 2.047 6.893  0.0663
H -6.618 2.542 4.898  0.1246
H -6.446 2.857 6.608  0.1275
H -5.845 0.521 7.041  0.1060
H -7.313 0.574 6.097  0.1178
H -5.705 -1.111 5.206  0.1281
H -6.144 0.105 4.029  0.1259
H -2.263 0.036 5.899  0.0904
H -3.334 -1.356 5.963  0.0894
H -3.706 0.047 6.923  0.0678
H -4.155 -0.318 2.650  0.0744
H -3.655 -1.581 3.754  0.0888
H -2.539 -0.276 3.366  0.0855
H -3.517 4.453 4.896  0.0872
H -4.941 4.762 5.891  0.0920
H -5.145 4.295 4.217  0.0734

# 4
DFT (ωB97M-V/def2-TZVPD) results for a 5-piece molecular cluster, C29H59ClN7O14S4 overall at a distorted geometry.

Properties
HOMO-LUMO gap = 7.565 eV
E_LUMO = -3.3314 eV
Total charge = +1
Total energy = -125959.1360 eV
Maximum force = 6.98 eV/Å

Each line ends with the Löwdin charge.
Positions of all 114 atoms, in Å:
C 4.662 -3.813 -0.211  0.0575
C 4.167 -3.481 -1.397  -0.1205
C 3.502 -3.147 -2.838  -0.1889
C 1.878 -3.254 -2.836  -0.1891
C 1.125 -1.818 -2.961  -0.0855
C 0.753 -1.157 -1.499  -0.3170
N 1.634 -1.773 -0.430  0.1209
N -0.726 -1.264 -1.171  -0.0340
C -1.270 -2.666 -1.145  -0.1093
C -2.654 -2.830 -2.026  -0.1920
C -2.294 -3.586 -3.408  -0.4859
S -3.813 -4.151 -4.322  0.8131
C -5.024 -2.742 -4.507  -0.9922
S -5.411 -2.045 -5.996  0.6971
N -5.669 -2.271 -3.221  -0.2652
C -6.993 -2.953 -3.019  -0.2327
C -7.157 -3.496 -1.490  -0.0934
C -5.780 -0.773 -3.239  -0.2859
C -6.245 -0.257 -1.765  -0.0989
C -1.051 -0.601 0.172  -0.2059
C -2.672 -0.522 0.434  -0.0402
C -0.602 0.968 -0.042  -0.1100
O 0.815 1.131 -0.296  -0.1256
C 1.226 0.427 -1.536  -0.3007
C 2.842 0.398 -1.484  -0.0968
C 3.581 1.701 -2.088  -0.1602
C 3.601 2.863 -0.953  -0.1834
C 4.796 2.504 0.122  -0.2325
S 4.146 2.318 1.869  0.4700
O 3.652 0.901 2.167  -0.4280
O 3.016 3.266 2.209  -0.4165
Cl 5.649 2.680 3.306  0.3813
C 0.611 1.193 -2.839  -0.1060
C 0.481 2.794 -2.685  -0.1819
C -1.022 3.383 -2.755  -0.2115
S -2.014 2.769 -4.226  0.7646
O -1.160 2.236 -5.353  -0.3251
O -3.020 3.816 -4.710  -0.3211
O -2.988 1.503 -3.599  -0.2373
H 5.161 -4.217 0.757  0.0591
H 3.893 -3.985 -3.552  0.1234
H 3.894 -2.155 -3.289  0.1068
H 1.605 -3.836 -3.813  0.1274
H 1.517 -3.912 -1.968  0.1009
H 0.162 -1.861 -3.619  0.1129
H 1.861 -1.139 -3.563  0.1235
H 1.315 -2.725 -0.187  0.0939
H 1.638 -1.193 0.425  0.0975
H -1.312 -0.735 -1.864  0.1574
H -0.562 -3.479 -1.540  0.1189
H -1.571 -3.008 -0.069  0.1535
H -3.374 -3.531 -1.430  0.1307
H -3.218 -1.833 -2.151  0.0886
H -1.694 -2.900 -4.110  0.0712
H -1.638 -4.520 -3.190  0.1027
H -7.836 -2.186 -3.233  0.1297
H -7.096 -3.813 -3.801  0.1274
H -7.890 -4.386 -1.490  0.0808
H -7.599 -2.605 -0.881  0.0691
H -6.161 -3.838 -1.014  0.0718
H -4.762 -0.358 -3.577  0.0857
H -6.585 -0.386 -3.978  0.1107
H -7.386 -0.424 -1.590  0.0825
H -5.657 -0.756 -0.898  0.0682
H -6.082 0.898 -1.754  0.0885
H -0.486 -1.106 1.036  0.1464
H -2.964 -1.448 1.046  0.0896
H -3.276 -0.364 -0.531  0.0751
H -2.887 0.412 1.102  0.1119
H -1.302 1.374 -0.861  0.1177
H -0.875 1.555 0.931  0.1646
H 3.332 -0.526 -1.957  0.1038
H 3.125 0.362 -0.350  0.1185
H 4.700 1.397 -2.242  0.1276
H 3.209 2.048 -3.119  0.1119
H 2.629 2.955 -0.347  0.0932
H 3.904 3.870 -1.423  0.1281
H 5.269 1.469 -0.141  0.1249
H 5.649 3.279 0.115  0.1196
H 1.373 0.986 -3.701  0.1310
H -0.373 0.673 -3.199  0.0961
H 1.048 3.258 -3.596  0.1359
H 0.980 3.243 -1.751  0.1172
H -0.910 4.533 -2.934  0.1352
H -1.612 3.304 -1.752  0.1207
H -2.492 0.647 -3.651  0.0546
C 1.284 5.668 3.459  0.0258
N 0.046 6.487 3.536  -0.4438
O -0.249 6.959 4.625  0.0714
O -0.588 6.628 2.497  0.0469
H 1.742 5.628 4.447  0.0994
H 0.999 4.671 3.126  0.0795
H 1.952 6.148 2.744  0.1015
C 2.619 1.221 5.014  0.0137
N 2.367 0.784 6.412  -0.4272
O 2.407 -0.420 6.641  0.0350
O 2.138 1.661 7.233  0.0795
H 2.807 0.343 4.399  0.0774
H 1.730 1.751 4.670  0.1027
H 3.491 1.876 5.026  0.0682
C 5.028 0.127 8.733  0.0475
N 6.083 0.515 7.760  -0.4336
O 7.135 -0.107 7.795  0.0734
O 5.818 1.434 6.992  0.0309
H 5.399 -0.695 9.345  0.1002
H 4.812 1.000 9.349  0.1085
H 4.151 -0.182 8.163  0.0658
C -0.325 -0.948 4.846  0.0524
N -1.023 -1.644 3.733  -0.4214
O -1.966 -1.063 3.206  0.0378
O -0.602 -2.751 3.422  0.0694
H -0.802 0.017 5.012  0.1047
H -0.410 -1.578 5.732  0.1152
H 0.717 -0.819 4.552  0.0811

The lowest total energy belongs to which entry? C29H58Br8O9

Among the records above, which one has the lowest maximum force? C29H58NO5

What is the maximum force in the second record? 3.09 eV/Å

Among the records above, which one has the lowest total energy? C29H58Br8O9